# 1
Density functional theory data (wB97M-V/def2-TZVPD) for a cluster of 8 separate species, C75H116F2N12O4S2 in total.

- Highest occupied orbital energy: -20.8 eV
- Gap between HOMO and LUMO: 5.4 eV
- Total charge: +10

XYZ file:
```
211
C75H116F2N12O4S2 (wB97M-V/def2-TZVPD)
C -4.45 5.23 5.34
N -4.37 5.41 6.83
C -3.20 5.31 7.43
C -3.03 5.44 8.81
C -4.20 5.77 9.58
C -5.46 5.80 8.89
C -5.50 5.65 7.52
C -4.06 6.29 10.94
C -2.79 6.67 11.44
C -2.65 7.06 12.73
N -3.76 7.11 13.58
C -5.01 6.84 13.10
C -5.14 6.33 11.80
C -3.57 7.53 14.94
H -5.36 4.68 5.11
H -3.55 4.73 4.98
H -4.49 6.19 4.82
H -2.34 5.16 6.80
H -2.05 5.37 9.26
H -6.37 6.21 9.32
H -6.40 5.85 6.95
H -1.86 6.61 10.89
H -1.70 7.24 13.21
H -5.86 6.93 13.77
H -6.08 5.90 11.53
H -2.51 7.52 15.19
H -4.12 6.91 15.66
H -4.06 8.50 15.02
C -2.41 6.93 -2.33
N -3.53 6.74 -3.28
C -4.55 7.64 -3.28
C -5.65 7.39 -4.10
C -5.67 6.37 -5.07
C -4.61 5.53 -5.05
C -3.54 5.73 -4.18
C -6.74 6.21 -6.11
C -8.01 5.77 -5.81
C -9.02 5.62 -6.76
N -8.88 6.05 -8.06
C -7.69 6.55 -8.41
C -6.59 6.59 -7.49
C -10.00 5.99 -9.01
H -1.72 6.09 -2.23
H -2.88 7.19 -1.38
H -1.91 7.78 -2.77
H -4.52 8.42 -2.54
H -6.32 8.22 -4.22
H -4.46 4.77 -5.80
H -2.62 5.16 -4.16
H -8.25 5.54 -4.78
H -10.00 5.32 -6.42
H -7.72 6.85 -9.45
H -5.60 6.88 -7.80
H -9.77 5.24 -9.77
H -10.05 6.94 -9.53
H -10.95 5.90 -8.47
C 8.82 3.70 4.17
N 8.26 3.87 2.87
C 7.18 3.13 2.43
C 6.81 3.30 1.09
C 7.54 4.16 0.24
C 8.57 4.91 0.74
C 8.92 4.77 2.07
C 7.36 4.20 -1.24
C 6.05 4.10 -1.74
C 5.86 4.00 -3.12
N 6.87 3.96 -4.00
C 8.14 4.00 -3.52
C 8.45 4.11 -2.16
C 6.64 3.88 -5.44
H 8.26 4.24 4.93
H 9.87 3.96 4.20
H 8.86 2.61 4.27
H 6.77 2.40 3.12
H 6.11 2.69 0.54
H 9.07 5.66 0.15
H 9.79 5.25 2.49
H 5.21 4.07 -1.06
H 4.84 3.88 -3.46
H 8.95 3.79 -4.21
H 9.48 3.93 -1.89
H 7.58 3.55 -5.88
H 6.50 4.93 -5.72
H 5.76 3.29 -5.66
C 5.98 -6.03 16.52
N 5.12 -5.57 15.44
C 4.41 -4.44 15.53
C 3.56 -4.01 14.51
C 3.42 -4.76 13.39
C 4.07 -5.98 13.30
C 4.96 -6.40 14.30
C 2.45 -4.28 12.31
C 2.77 -4.34 10.97
C 1.96 -3.79 9.99
N 0.80 -3.16 10.30
C 0.35 -3.11 11.57
C 1.24 -3.62 12.58
C -0.05 -2.63 9.23
H 5.51 -6.91 16.94
H 6.04 -5.31 17.34
H 6.95 -6.26 16.08
H 4.47 -3.87 16.44
H 2.94 -3.13 14.64
H 4.02 -6.63 12.44
H 5.60 -7.27 14.28
H 3.77 -4.69 10.74
H 2.15 -3.78 8.92
H -0.55 -2.53 11.69
H 1.03 -3.60 13.64
H -0.56 -1.69 9.44
H -0.82 -3.39 9.05
H 0.52 -2.48 8.32
C -11.97 -1.08 -5.84
C -10.64 -1.15 -5.18
C -10.64 -1.25 -3.74
N -9.27 -1.45 -3.08
C -8.67 -2.85 -3.59
C -7.46 -3.30 -2.69
C -7.93 -3.41 -1.18
C -8.33 -2.00 -0.69
C -9.57 -1.56 -1.51
C -8.27 -0.22 -3.25
H -11.84 -0.83 -6.90
H -12.60 -0.27 -5.48
H -12.45 -2.06 -5.84
H -10.18 -0.17 -5.28
H -10.05 -1.81 -5.80
H -11.22 -2.10 -3.39
H -11.10 -0.36 -3.29
H -9.38 -3.68 -3.63
H -8.34 -2.70 -4.62
H -7.08 -4.20 -3.17
H -6.80 -2.44 -2.78
H -8.74 -4.13 -1.07
H -7.18 -3.83 -0.51
H -8.69 -2.04 0.34
H -7.47 -1.35 -0.79
H -10.33 -2.32 -1.34
H -9.96 -0.59 -1.19
H -7.26 -0.38 -2.87
H -8.85 0.58 -2.80
H -8.21 -0.09 -4.33
C 0.54 -5.36 -15.47
C 1.59 -5.41 -14.41
C 1.00 -5.09 -13.02
N 1.95 -4.45 -12.01
C 2.25 -3.01 -12.45
C 2.90 -2.15 -11.33
C 2.03 -2.20 -10.10
C 1.96 -3.63 -9.64
C 1.26 -4.57 -10.63
C 3.34 -5.18 -11.87
H 0.03 -4.41 -15.61
H -0.26 -6.08 -15.26
H 0.88 -5.65 -16.46
H 2.36 -4.72 -14.77
H 2.08 -6.38 -14.42
H 0.64 -6.01 -12.55
H 0.20 -4.35 -13.04
H 1.29 -2.57 -12.69
H 2.86 -3.03 -13.36
H 3.16 -1.19 -11.78
H 3.87 -2.54 -11.02
H 1.00 -1.92 -10.33
H 2.40 -1.57 -9.29
H 1.38 -3.76 -8.73
H 2.96 -3.99 -9.40
H 0.21 -4.39 -10.88
H 1.35 -5.61 -10.32
H 3.74 -5.42 -12.86
H 3.11 -6.12 -11.37
H 4.05 -4.60 -11.28
C 7.89 -4.14 3.20
C 7.96 -4.82 1.83
C 7.25 -4.03 0.65
N 7.01 -4.92 -0.70
C 8.19 -5.75 -1.15
C 7.93 -6.71 -2.32
C 6.74 -7.70 -1.88
C 5.47 -6.89 -1.45
C 5.82 -5.86 -0.33
C 6.61 -4.05 -1.90
H 8.35 -4.78 3.95
H 6.83 -4.16 3.48
H 8.27 -3.12 3.20
H 7.70 -5.87 1.96
H 9.02 -4.85 1.59
H 7.94 -3.25 0.35
H 6.24 -3.68 0.90
H 8.47 -6.40 -0.32
H 9.07 -5.11 -1.21
H 8.84 -7.27 -2.53
H 7.73 -6.16 -3.24
H 7.05 -8.29 -1.02
H 6.43 -8.41 -2.65
H 4.74 -7.62 -1.11
H 4.98 -6.61 -2.39
H 6.28 -6.46 0.46
H 4.97 -5.32 0.09
H 6.32 -4.64 -2.77
H 7.47 -3.42 -2.13
H 5.76 -3.52 -1.46
N 0.84 1.06 -0.21
S 0.33 -0.19 -1.16
O -1.09 -0.13 -1.49
O 1.07 -1.43 -1.18
F 0.86 0.50 -2.47
S 0.48 0.47 1.07
O 1.42 -0.57 1.48
O -0.92 0.41 1.53
F 1.00 1.75 1.86
```



# 2
Density functional theory data (wB97M-V/def2-TZVPD) for a structure of composition C4H8HgLiO3.

- Highest occupied orbital energy (spin up / spin down): -10.1 / -12.0 eV
- Gap between HOMO and LUMO (spin up / spin down): 5.4 / 4.6 eV
- Expectation value of S²: 2.012
- Energy above the lowest of the compared OMol25 structures with the same formula, charge and spin: 1.984 eV
- Multiplicity: 3
- Total charge: +1

XYZ file:
```
17
C4H8HgLiO3 (wB97M-V/def2-TZVPD)
C 1.28 1.19 -0.63
C 1.14 0.16 0.56
C -0.23 -0.48 0.53
C -1.37 0.43 0.84
O -2.54 0.11 0.71
O 2.54 1.67 -0.59
Li 3.51 3.07 0.18
Hg -3.62 -1.80 -0.47
H 0.52 1.99 -0.48
H 1.10 0.62 -1.55
H 1.31 0.70 1.51
H 1.91 -0.60 0.44
H -0.26 -1.27 1.31
H -1.11 1.45 1.19
O -1.92 -2.57 -1.42
H -1.75 -3.47 -1.73
H -0.50 -1.19 -0.42
```



# 3
Density functional theory data (wB97M-V/def2-TZVPD) for the ion C4H10FN2 with charge +1.

- Highest occupied orbital energy: -15.0 eV
- Gap between HOMO and LUMO: 12.0 eV
- SMILES: [H]/N=C/[C@H](F)C[NH2+]C
- Energy above the lowest of the compared OMol25 structures with the same formula, charge and spin: 1.155 eV
- Total charge: +1

XYZ file:
```
17
C4H10FN2 (wB97M-V/def2-TZVPD)
H 1.57 -2.51 0.75
N 1.08 -1.70 0.42
C 1.91 -0.92 -0.08
C 1.57 0.44 -0.50
F 2.00 1.25 0.51
C -0.08 0.84 -0.51
N -0.84 0.19 0.49
C -2.34 0.24 0.29
H 2.95 -1.26 0.00
H 2.06 0.70 -1.51
H -0.24 1.86 -0.60
H -0.36 0.38 -1.59
H -0.76 0.56 1.44
H -0.60 -0.82 0.31
H -2.46 0.01 -0.82
H -2.71 -0.45 0.92
H -2.74 1.20 0.50
```



# 4
Density functional theory data (wB97M-V/def2-TZVPD) for an isolated molecule of C16H13F3N4O2.

- Highest occupied orbital energy: -9.0 eV
- Gap between HOMO and LUMO: 7.4 eV
- SMILES: CC(C)(C)c1cc(C(=O)/C(C#N)=N/Nc2cc(F)c(F)c(F)c2)no1
- Energy above the lowest of the compared OMol25 structures with the same formula, charge and spin: 2.376 eV

XYZ file:
```
38
C16H13F3N4O2 (wB97M-V/def2-TZVPD)
C 3.81 3.07 -1.32
C 2.37 3.22 -1.87
C 1.72 4.36 -1.07
C 2.37 3.56 -3.38
C 1.67 1.87 -1.73
C 0.47 1.58 -1.11
C 0.17 0.18 -1.24
C -0.97 -0.49 -0.58
O -1.65 0.19 0.18
C -1.39 -1.88 -0.88
C -0.66 -2.68 -1.79
N -0.18 -3.42 -2.52
N -2.38 -2.36 -0.14
N -2.67 -3.71 -0.19
C -3.43 -4.42 0.73
C -3.57 -5.83 0.65
C -4.22 -6.55 1.66
F -4.34 -7.90 1.62
C -4.68 -5.85 2.81
F -5.17 -6.58 3.85
C -4.65 -4.46 2.84
F -5.14 -3.74 3.91
C -4.04 -3.77 1.83
N 1.11 -0.32 -2.01
O 2.11 0.70 -2.28
H 3.81 2.81 -0.24
H 4.29 4.03 -1.44
H 4.38 2.31 -1.86
H 2.26 5.28 -1.27
H 1.73 4.12 0.01
H 0.67 4.51 -1.37
H 2.90 2.79 -3.97
H 2.83 4.53 -3.53
H 1.35 3.61 -3.78
H -0.13 2.25 -0.54
H -2.16 -4.28 -0.88
H -3.14 -6.41 -0.16
H -4.00 -2.67 1.84
```



# 5
Density functional theory data (wB97M-V/def2-TZVPD) for an isolated molecule of C5H12O.

- Highest occupied orbital energy: -9.6 eV
- Gap between HOMO and LUMO: 10.6 eV
- SMILES: COC(C)(C)C
- Energy above the lowest of the compared OMol25 structures with the same formula, charge and spin: 0.783 eV

XYZ file:
```
18
C5H12O (wB97M-V/def2-TZVPD)
C 1.98 -0.43 -0.40
O 1.16 0.01 0.65
C -0.21 0.09 0.26
C -0.41 1.08 -0.97
C -0.76 -1.30 -0.09
C -0.91 0.64 1.51
H 1.53 -0.12 -1.34
H 2.11 -1.52 -0.40
H 2.95 0.07 -0.31
H 0.22 1.00 -1.88
H -1.42 0.95 -1.36
H -0.26 2.11 -0.65
H -0.27 -1.70 -0.98
H -0.63 -2.01 0.73
H -1.83 -1.22 -0.30
H -1.16 -0.15 2.24
H -0.25 1.35 2.03
H -1.84 1.15 1.25
```



# 6
Density functional theory data (wB97M-V/def2-TZVPD) for a structure of composition C36H55IrN4OP2.

- Highest occupied orbital energy (spin up / spin down): -13.7 / -17.4 eV
- Gap between HOMO and LUMO (spin up / spin down): 5.9 / 5.6 eV
- Expectation value of S²: 8.788
- Energy above the lowest of the compared OMol25 structures with the same formula, charge and spin: 0.000 eV
- Multiplicity: 6
- Total charge: +3

XYZ file:
```
99
C36H55IrN4OP2 (wB97M-V/def2-TZVPD)
C -0.72 1.82 2.44
C -2.31 0.87 1.02
C -1.70 2.57 3.08
C -3.33 1.63 1.59
C -3.01 2.50 2.64
H -1.38 3.20 3.91
H -4.35 1.50 1.22
H -3.78 3.11 3.10
N -1.06 0.92 1.50
P 1.71 1.50 1.25
P -1.56 -1.64 0.04
C 0.75 2.03 2.73
H 0.94 3.07 3.02
H 1.06 1.41 3.59
C -2.46 0.02 -0.21
H -3.51 -0.11 -0.48
C -1.90 -2.50 -1.64
C -2.49 -2.58 1.38
C 1.65 3.08 0.18
C 3.45 1.24 1.96
C -0.63 -2.38 -2.50
H 0.19 -2.97 -2.08
H -0.85 -2.77 -3.51
H -0.32 -1.34 -2.60
C -2.19 -4.00 -1.49
H -1.37 -4.54 -0.99
H -3.13 -4.20 -0.96
H -2.29 -4.42 -2.50
C -3.05 -1.86 -2.44
H -3.26 -2.53 -3.28
H -3.98 -1.74 -1.87
H -2.76 -0.89 -2.86
C -1.72 -3.91 1.59
H -0.68 -3.87 1.26
H -1.69 -4.16 2.67
H -2.21 -4.75 1.07
C -2.53 -1.82 2.71
H -1.53 -1.48 3.03
H -3.20 -0.95 2.67
H -2.90 -2.51 3.49
C -3.96 -2.80 0.93
H -4.24 -2.33 -0.02
H -4.18 -3.88 0.86
H -4.64 -2.39 1.68
C 4.41 0.93 0.80
H 5.24 0.32 1.18
H 3.92 0.34 0.01
H 4.84 1.83 0.35
C 3.47 0.05 2.92
H 2.76 0.14 3.74
H 3.32 -0.91 2.40
H 4.48 0.00 3.36
C 3.92 2.48 2.75
H 4.56 2.15 3.59
H 4.54 3.15 2.14
H 3.11 3.06 3.21
C 0.23 3.44 -0.31
H 0.09 4.53 -0.29
H 0.06 3.09 -1.33
H -0.57 3.01 0.31
C 2.56 2.86 -1.03
H 2.33 1.92 -1.55
H 2.39 3.69 -1.74
H 3.62 2.87 -0.77
C 2.18 4.30 0.95
H 1.61 4.50 1.87
H 3.24 4.22 1.20
H 2.07 5.17 0.29
Ir 0.44 -0.35 0.46
C 0.78 -1.31 2.00
O 0.91 -1.90 3.00
N -0.33 0.62 -1.30
C -1.61 0.72 -1.31
C -2.34 1.55 -2.34
C -1.68 1.82 -3.55
C -3.62 2.08 -2.11
C -2.35 2.52 -4.56
H -0.66 1.46 -3.67
C -4.26 2.81 -3.11
H -4.10 1.93 -1.14
C -3.64 3.02 -4.34
H -1.85 2.67 -5.53
H -5.26 3.21 -2.92
H -4.15 3.58 -5.12
C 4.04 -4.50 0.02
C 3.40 -3.26 -0.47
C 3.61 -2.46 -1.58
C 2.66 -1.42 -1.55
N 1.94 -1.56 -0.40
N 2.38 -2.69 0.20
C 2.42 -0.38 -2.56
H 4.01 -5.27 -0.76
H 5.09 -4.32 0.27
H 3.52 -4.87 0.91
H 4.37 -2.61 -2.33
H 1.96 -3.11 1.02
H 3.23 0.36 -2.56
H 2.38 -0.82 -3.56
H 1.46 0.14 -2.35
```



# 7
Density functional theory data (wB97M-V/def2-TZVPD) for a structure of composition C25H24N7O4S2SbSe4Ti.

- Highest occupied orbital energy (spin up / spin down): -0.7 / -0.7 eV
- Gap between HOMO and LUMO (spin up / spin down): 3.5 / 3.5 eV
- Energy above the lowest of the compared OMol25 structures with the same formula, charge and spin: 3.876 eV
- Total charge: -2

XYZ file:
```
68
C25H24N7O4S2SbSe4Ti (wB97M-V/def2-TZVPD)
Ti -0.35 -0.19 0.31
C 2.02 5.07 1.13
C 3.03 4.15 0.89
C 2.76 2.80 0.86
C 1.46 2.32 1.09
C 0.48 3.25 1.42
C 0.74 4.61 1.40
N 1.16 0.95 0.94
N 2.26 0.19 1.27
C 2.22 -1.07 0.95
C 3.31 -1.92 1.32
C 3.30 -3.22 0.93
C 2.21 -3.72 0.17
C 1.18 -2.88 -0.14
N 1.15 -1.58 0.24
H 2.22 6.14 1.09
H 4.04 4.49 0.70
H 3.54 2.08 0.66
H -0.52 2.91 1.68
H -0.07 5.31 1.56
H 4.10 -1.48 1.91
H 4.11 -3.88 1.21
H 2.18 -4.75 -0.17
H 0.34 -3.23 -0.72
Se -3.55 3.54 -3.32
Sb -2.12 3.86 -1.34
Se -0.98 1.65 -0.94
Se -2.28 1.21 0.75
Se -0.59 5.61 -2.10
N -3.32 -2.76 6.04
C -2.53 -1.63 6.01
O -2.39 -0.96 7.02
C -1.85 -1.34 4.74
C -1.77 -2.24 3.67
C -1.10 -1.88 2.53
N -0.59 -0.66 2.30
C -0.63 0.19 3.34
C -1.21 -0.11 4.55
H -3.90 -2.82 6.86
H -3.79 -3.02 5.18
H -2.18 -3.24 3.74
H -0.97 -2.61 1.74
H -0.15 1.15 3.18
H -1.19 0.61 5.36
N 3.24 0.30 -1.79
C 2.24 0.08 -2.68
N 1.42 0.98 -3.08
C 0.56 0.50 -4.04
C -0.51 1.22 -4.58
C -1.36 0.57 -5.47
C -1.16 -0.77 -5.81
C -0.09 -1.49 -5.29
C 0.77 -0.84 -4.42
S 2.11 -1.49 -3.51
H 3.14 1.16 -1.26
H 3.59 -0.49 -1.27
H -0.68 2.24 -4.28
H -2.21 1.12 -5.85
H -1.86 -1.27 -6.46
H 0.04 -2.53 -5.53
C -3.06 -0.87 -2.32
S -1.75 -1.68 -1.42
O -1.73 -3.07 -1.82
O -2.02 -1.48 0.02
O -0.49 -0.96 -1.69
H -3.84 -1.61 -2.44
H -2.67 -0.53 -3.27
H -3.42 -0.02 -1.74
```